17
Properties=species:S:1:pos:R:3 method="wB97M-V/def2-TZVPD" e_lumo_ev="3.295 / 3.313" e_tot_ha=-856.61146 homo_ha="-0.0974 / -0.0849" multiplicity=1 de_lowest_kj_mol=426.2 gap_ev="5.95 / 5.62" total_charge=-1
C 1.15195 2.04710 -0.29992
C 1.19851 -0.29288 0.57211
C 0.28798 1.56336 -1.29028
C -0.08539 -0.59214 -0.08046
C -0.29911 -2.02101 -0.63835
C -1.26083 -0.39483 0.88730
O 2.06201 -1.05220 0.98511
O 0.11847 2.13350 -2.32248
O -0.29383 0.27415 -1.19850
S 0.66015 3.11005 0.98730
H 0.53282 -2.20480 -1.46065
H -1.18629 -1.79122 -1.26750
H -0.36331 -2.94790 0.01141
H -0.92872 -0.88582 1.73537
H -2.18447 -0.76636 0.59299
H -1.34153 0.55500 1.11984
H 1.93159 3.26600 1.66671